C20H36F4O17 | ωB97M-V/def2-TZVPD

The geometry in XYZ format:
```
77
Properties=species:S:1:pos:R:3:mulliken_charge:R:1
O -0.690 -1.238 4.283 -0.457
C -1.285 -0.299 4.625 0.443
O -1.222 0.207 5.916 -0.411
C -2.107 1.321 6.075 -0.380
C -2.722 1.412 4.644 0.289
F -2.321 2.445 3.908 -0.286
O -2.244 0.341 3.940 -0.002
H -2.950 1.256 6.763 0.320
H -1.440 2.143 6.336 0.280
H -3.805 1.482 4.742 0.289
O 4.591 -2.446 -4.357 -0.530
C 3.791 -1.597 -4.564 0.584
O 4.216 -0.433 -5.099 -0.322
C 3.156 0.330 -5.577 -0.484
C 2.014 -0.233 -4.705 0.706
F 0.809 -0.385 -5.384 -0.334
O 2.501 -1.445 -4.142 -0.142
H 3.423 1.342 -5.272 0.281
H 3.113 0.242 -6.663 0.240
H 1.909 0.556 -3.961 0.012
O 1.754 1.470 -1.175 -0.718
C 0.860 0.842 -0.652 0.668
O 0.992 -0.222 0.188 -0.208
C -0.292 -0.568 0.711 0.157
C -1.194 0.201 -0.078 0.401
F -1.986 0.816 0.856 -0.318
O -0.501 1.173 -0.758 -0.297
H -0.404 -1.652 0.714 0.139
H -0.275 -0.242 1.751 -0.306
H -1.865 -0.363 -0.726 0.249
O -1.154 -3.127 -4.029 -0.534
C -1.879 -2.135 -4.145 0.481
O -2.592 -1.828 -5.263 -0.361
C -3.510 -0.841 -4.900 -0.449
C -2.947 -0.159 -3.730 0.379
F -3.852 0.067 -2.750 -0.311
O -2.050 -1.152 -3.251 -0.050
H -3.552 -0.103 -5.701 0.281
H -4.452 -1.357 -4.714 0.292
H -2.474 0.799 -3.945 0.274
C 2.148 2.155 2.468 -0.338
C 0.791 2.250 3.030 0.908
C 0.714 3.721 3.197 -0.644
O 1.981 4.310 3.111 -0.492
C 2.802 3.501 2.216 -0.530
H 2.256 1.624 1.522 -0.057
H 2.691 1.651 3.268 0.273
H 0.581 1.612 3.889 0.064
H 0.089 1.929 2.261 -0.497
H 0.264 3.957 4.161 0.270
H 0.117 4.113 2.374 0.363
H 3.865 3.514 2.457 0.332
H 2.655 3.860 1.197 0.277
C -3.013 -3.628 1.592 -0.594
O -2.331 -3.319 0.378 -0.370
H -2.930 -4.704 1.751 0.358
H -2.581 -3.138 2.465 0.140
H -4.023 -3.221 1.620 0.269
H -2.588 -3.933 -0.313 0.259
C 5.160 0.403 -1.415 -0.334
O 4.539 1.546 -2.005 -0.575
H 4.793 -0.492 -1.917 -0.038
H 6.222 0.506 -1.642 0.304
H 5.009 0.285 -0.342 0.239
H 3.634 1.665 -1.706 0.523
C 3.358 -3.281 -0.532 -0.649
O 2.085 -2.770 -0.745 -0.255
H 3.614 -3.191 0.524 0.290
H 3.323 -4.341 -0.783 0.298
H 4.108 -2.872 -1.209 0.155
H 1.507 -2.873 0.015 0.183
C -4.899 0.684 1.306 -0.413
O -4.579 -0.558 1.986 -0.537
H -4.463 0.819 0.316 0.072
H -5.986 0.618 1.261 0.302
H -4.534 1.532 1.883 0.212
H -3.740 -0.554 2.451 0.366
```

Calculated values
Lowest unoccupied orbital energy = 0.37 eV
Relative energy (zero: lowest compared OMol25 entry of this formula, charge and spin) = 2.875 eV
Orbital gap = 10.00 eV
2S+1 = 1
SMILES = O=C1OC[C@@H](F)O1.O=C1OC[C@@H](F)O1.O=C1OC[C@@H](F)O1.O=C1OC[C@@H](F)O1.C1CCOC1.CO.CO.CO.CO
Calculated total energy = -66997.380 eV

C20H36N2O12 | ωB97M-V/def2-TZVPD

The geometry in XYZ format:
```
70
Properties=species:S:1:pos:R:3:nbo_charge:R:1
N -4.281 1.658 0.824 -0.823
C -3.180 0.791 0.335 -0.219
C -1.950 1.640 0.162 -0.384
C -0.705 0.831 -0.208 -0.456
C -0.416 -0.171 0.837 -0.044
C 0.088 0.019 2.051 -0.077
C 0.540 1.293 2.625 -0.263
N 0.002 1.553 3.963 -0.803
C 0.129 -1.313 2.718 0.758
O 0.433 -1.554 3.853 -0.499
O -0.243 -2.259 1.808 -0.491
C -0.670 -1.610 0.662 0.762
O -1.163 -2.191 -0.288 -0.519
H -3.931 2.234 1.573 0.341
H -4.993 1.060 1.212 0.359
H -3.033 -0.006 1.055 0.163
H -3.506 0.360 -0.599 0.196
H -1.802 2.198 1.077 0.182
H -2.135 2.376 -0.605 0.221
H 0.150 1.463 -0.376 0.242
H -0.945 0.334 -1.135 0.239
H 0.323 2.111 1.954 0.187
H 1.614 1.276 2.725 0.221
H 0.402 2.415 4.299 0.360
H -0.991 1.735 3.911 0.349
C 8.162 2.176 2.858 -0.639
C 7.783 1.670 4.234 -0.070
O 6.361 1.592 4.404 -0.494
C 5.772 0.555 3.815 0.981
O 6.323 -0.321 3.204 -0.647
O 4.465 0.633 4.055 -0.496
C 3.692 -0.400 3.440 -0.266
H 7.680 3.135 2.661 0.210
H 9.242 2.306 2.790 0.218
H 7.850 1.479 2.082 0.226
H 8.122 2.369 4.996 0.190
H 8.233 0.700 4.442 0.195
H 4.063 -1.385 3.711 0.203
H 3.703 -0.279 2.356 0.182
H 2.677 -0.296 3.809 0.207
C 1.777 -2.369 -2.457 -0.640
C 3.235 -1.971 -2.535 -0.071
O 3.472 -1.020 -3.584 -0.489
C 3.089 0.223 -3.320 0.985
O 2.609 0.618 -2.290 -0.662
O 3.364 0.974 -4.384 -0.491
C 2.961 2.339 -4.262 -0.256
H 1.428 -2.746 -3.419 0.215
H 1.637 -3.145 -1.705 0.223
H 1.152 -1.518 -2.190 0.221
H 3.849 -2.834 -2.783 0.193
H 3.591 -1.568 -1.588 0.192
H 3.378 2.790 -3.365 0.195
H 1.875 2.411 -4.247 0.188
H 3.345 2.853 -5.138 0.197
C -6.536 -3.834 -1.822 -0.639
C -5.572 -2.805 -2.372 -0.070
O -6.181 -1.984 -3.379 -0.493
C -6.997 -1.040 -2.922 0.981
O -7.222 -0.794 -1.767 -0.650
O -7.488 -0.377 -3.967 -0.494
C -8.419 0.651 -3.623 -0.257
H -6.951 -4.435 -2.632 0.211
H -6.023 -4.493 -1.122 0.219
H -7.366 -3.358 -1.302 0.224
H -4.740 -3.304 -2.866 0.193
H -5.163 -2.175 -1.582 0.193
H -7.987 1.343 -2.904 0.198
H -9.331 0.214 -3.220 0.189
H -8.647 1.180 -4.543 0.195
```

Calculated values
Lowest unoccupied orbital energy = -0.81 eV
Orbital gap = 8.79 eV
2S+1 = 1
SMILES = NCCCC1=C(CN)C(=O)OC1=O.CCOC(=O)OC.CCOC(=O)OC.CCOC(=O)OC
Calculated total energy = -48874.830 eV

C20H36N3O3SiV | ωB97M-V/def2-TZVPD

The geometry in XYZ format:
```
64
Properties=species:S:1:pos:R:3:nbo_charge:R:1
V -0.529 -0.847 0.064 1.529
C 6.157 0.112 1.062 -0.269
O 5.585 -0.955 1.799 -0.420
C 4.335 -1.328 1.711 0.452
C 4.018 -2.536 2.385 -0.242
C 2.781 -3.103 2.293 -0.082
C 1.738 -2.483 1.567 -0.303
C 0.480 -3.129 1.318 0.631
C 0.211 -4.511 1.819 -0.714
O -0.424 -2.561 0.645 -0.603
C 2.019 -1.195 0.986 0.428
O 0.999 -0.604 0.417 -0.532
C 3.301 -0.656 1.030 -0.364
H 7.210 0.113 1.338 0.245
H 5.717 1.076 1.322 0.194
H 6.064 -0.072 -0.011 0.195
H 4.813 -3.009 2.937 0.269
H 2.599 -4.046 2.781 0.248
H 0.965 -5.223 1.483 0.278
H -0.766 -4.834 1.465 0.259
H 0.214 -4.531 2.910 0.280
H 3.490 0.294 0.549 0.243
N -0.226 3.582 -3.976 -0.493
C 0.824 3.414 -2.940 -0.253
C 0.308 2.460 -1.848 -0.253
N -0.128 1.162 -2.351 -0.646
C -1.105 1.330 -3.420 -0.248
C -0.617 2.264 -4.543 -0.252
H 0.108 4.203 -4.726 0.462
H -1.051 4.030 -3.551 0.442
H 1.054 4.387 -2.503 0.259
H 1.725 3.025 -3.422 0.235
H -0.544 2.925 -1.344 0.219
H 1.090 2.299 -1.104 0.241
H 0.673 0.640 -2.708 0.377
H -2.026 1.727 -2.981 0.212
H -1.332 0.356 -3.856 0.241
H -1.403 2.416 -5.286 0.260
H 0.256 1.833 -5.040 0.236
C -4.624 -3.231 -1.040 -0.581
C -4.064 -2.258 -2.096 -0.576
C -2.959 -1.577 -1.548 0.682
N -2.098 -1.013 -1.023 -0.578
H -5.622 -3.533 -1.338 0.267
H -4.681 -2.754 -0.066 0.226
H -3.997 -4.113 -0.958 0.236
H -4.824 -1.522 -2.382 0.306
H -3.759 -2.802 -2.997 0.304
C 0.568 1.864 2.367 -1.096
Si -1.323 1.577 2.300 1.571
C -2.211 2.432 0.824 -1.101
C -2.327 1.757 3.897 -1.092
C -1.366 -0.322 1.865 -1.044
H 0.811 2.809 2.840 0.267
H 1.020 1.862 1.374 0.207
H 1.046 1.082 2.954 0.246
H -3.260 2.591 1.069 0.271
H -2.170 1.815 -0.083 0.195
H -1.796 3.415 0.618 0.243
H -2.314 2.788 4.241 0.269
H -1.956 1.138 4.711 0.262
H -3.366 1.482 3.728 0.258
H -2.400 -0.667 1.765 0.246
H -0.910 -0.846 2.706 0.251
```

Calculated values
<S²> = 0.77
Lowest unoccupied orbital energy (spin up / spin down) = -9.75 / -9.44 eV
Net charge = +3
Orbital gap (spin up / spin down) = 6.98 / 7.34 eV
2S+1 = 2
Calculated total energy = -65476.508 eV